A 3-piece molecular cluster, C15H22F17N3O8PS overall, computed with ωB97M-V/def2-TZVPD.

Values from the calculation:
E_HOMO   -0.4761 hartree
Charge   +1
Spin multiplicity   1
Lowest unoccupied orbital energy   -4.47 eV
Frontier orbital gap   8.4886 eV

Geometry as XYZ:
```
67
Properties=species:S:1:pos:R:3:nbo_charge:R:1
F -1.45 -2.01 1.34 -0.299
H -3.81 -2.60 -4.02 0.277
H -0.02 2.09 -6.15 0.223
F -1.27 0.49 2.30 -0.319
C -0.61 -1.14 0.75 0.598
C -4.25 -0.53 -3.66 0.714
H -4.41 -2.19 -2.45 0.263
H 1.87 0.98 -4.29 0.374
N -2.86 -0.02 -3.37 -0.353
C 2.25 1.36 5.13 -0.131
O -1.62 -2.43 -3.63 -0.831
H 3.60 4.91 6.31 0.149
O -1.54 0.17 -7.09 -0.971
C -2.95 1.15 -2.48 -0.439
H -3.72 0.93 -1.75 0.260
F 1.50 2.57 7.35 -0.315
P -2.72 -0.14 -6.10 2.466
H 1.26 2.50 -4.04 0.361
H -2.04 1.30 -1.92 0.228
C 1.21 -4.02 2.67 0.503
F 3.52 -0.51 4.62 -0.330
F 2.18 -4.11 3.60 -0.313
C 2.05 3.40 6.45 0.849
H 0.82 -5.01 2.44 0.155
C 3.50 -0.14 6.90 0.521
H -1.67 2.17 -4.61 0.248
F 4.65 -0.84 7.02 -0.318
S -0.81 -1.40 -4.16 2.464
O 0.84 -3.19 0.44 -0.508
F 4.28 3.27 7.22 -0.316
F 0.56 -0.62 2.75 -0.314
H -3.26 2.06 -2.99 0.213
H 1.33 0.96 5.58 0.210
N 1.41 1.77 -4.72 -0.803
H 1.35 -1.29 -0.22 0.208
H 2.14 1.21 4.06 0.219
F 3.46 0.77 7.88 -0.318
F -1.34 -0.46 -0.21 -0.357
C 3.47 0.52 5.52 0.595
H 2.66 -0.84 7.01 0.142
H -0.60 1.39 -3.41 0.261
C -0.17 -0.08 1.76 0.521
H 0.02 -2.11 -1.00 0.222
O 0.29 -0.96 -3.38 -0.853
O -3.75 1.03 -6.23 -0.967
O 2.33 2.77 5.27 -0.513
O -5.09 0.28 -3.86 -0.492
C 0.18 1.35 -5.38 -0.253
H 0.39 0.43 -5.89 0.222
C 0.47 -1.91 -0.02 -0.131
F 4.59 1.25 5.34 -0.309
F 2.70 -4.23 0.91 -0.314
C -4.52 -1.97 -3.51 -0.727
H -5.55 -2.16 -3.81 0.259
H -1.91 0.07 -7.99 0.546
C 1.79 -3.37 1.41 0.849
H 0.42 0.70 1.27 0.138
F -0.33 -1.88 -5.53 -0.417
N -1.95 0.10 -4.47 -0.520
F 1.12 4.35 6.17 -0.323
C -1.03 1.32 -4.40 -0.277
O -3.23 -1.49 -6.22 -1.033
C 3.27 4.13 7.01 0.504
F 2.94 4.70 8.19 -0.318
F 2.44 -2.23 1.69 -0.316
F 0.21 -3.26 3.17 -0.322
H -4.60 0.70 -6.55 0.557
```


A 2-piece molecular cluster, C2H4FIO overall, computed with ωB97M-V/def2-TZVPD.

Values from the calculation:
E_HOMO   -0.3371 hartree
Charge   0
Spin multiplicity   1
Lowest unoccupied orbital energy   -0.76 eV
Relative energy (zero: lowest compared OMol25 entry of this formula, charge and spin)   343.61 kJ/mol
Frontier orbital gap   8.4082 eV

Geometry as XYZ:
```
9
Properties=species:S:1:pos:R:3:nbo_charge:R:1
H 0.99 -1.32 -0.78 0.207
O 0.48 0.49 -1.78 -0.720
H 1.67 0.34 -0.01 0.174
F -0.61 0.53 2.26 -0.337
C 0.89 -0.22 -0.61 -0.216
H 0.20 1.42 -1.59 0.477
I -2.84 -0.34 0.84 0.064
H 0.07 -0.39 0.12 0.143
C -0.85 -0.52 1.55 0.207
```


A 12-piece molecular cluster, C48H132N12O12 overall, computed with ωB97M-V/def2-TZVPD.

Values from the calculation:
E_HOMO   -0.3291 hartree
Charge   0
Spin multiplicity   1
Lowest unoccupied orbital energy   0.20 eV
SMILES   COC[C@H](C)N.COC[C@H](C)N.COC[C@H](C)N.COC[C@H](C)N.COC[C@H](C)N.COC[C@H](C)N.COC[C@H](C)N.COC[C@H](C)N.COC[C@H](C)N.COC[C@H](C)N.COC[C@H](C)N.COC[C@H](C)N
Relative energy (zero: lowest compared OMol25 entry of this formula, charge and spin)   949.57 kJ/mol
Frontier orbital gap   9.1604 eV

Geometry as XYZ:
```
204
Properties=species:S:1:pos:R:3:lowdin_charge:R:1
H -0.20 2.21 2.60 0.075
H -1.97 8.54 6.02 0.079
H -5.43 -4.46 -4.26 0.084
H -8.14 -2.30 -9.22 0.079
H 11.54 0.38 7.96 0.127
C -1.92 -4.44 9.45 -0.121
O -1.66 -5.46 10.42 -0.216
H -5.64 -4.24 2.36 0.083
H 1.30 -4.74 -9.92 0.111
C 0.93 10.09 6.77 -0.223
N -3.51 7.74 -8.52 0.011
H 0.47 -1.82 -7.19 0.072
H 6.94 -3.73 -2.01 0.121
H 6.04 -5.35 7.97 0.075
H -3.81 -7.48 11.57 0.070
C 0.55 0.59 0.26 -0.231
H -9.67 1.76 -1.57 0.087
C -5.31 -4.85 1.52 -0.085
H -4.79 8.07 -3.89 0.086
H 3.02 0.82 1.73 0.065
N -1.35 -2.77 -8.83 0.024
O -0.69 1.17 -0.01 -0.195
O -5.23 7.16 -5.69 -0.198
H 7.06 2.63 7.87 0.074
H -3.39 8.21 -5.97 0.118
H -8.92 1.30 0.02 0.090
O -0.20 -5.43 -8.66 -0.238
H 13.29 0.27 6.49 0.075
N 5.17 4.20 -9.36 0.032
H -2.90 -5.62 14.48 0.066
C 5.73 3.28 -8.38 -0.419
H 7.65 4.30 -7.93 0.072
H -9.21 0.06 -1.21 0.081
H -1.75 -3.27 -8.05 0.073
C 0.95 0.64 1.77 -0.426
H -2.42 4.92 -7.34 0.079
N -7.09 -4.17 0.26 0.032
C 4.47 5.72 -5.78 -0.087
C 6.58 -3.67 -0.99 -0.158
C 1.28 11.22 7.78 -0.373
O -0.41 9.91 6.40 -0.187
H 0.15 -7.20 -9.58 0.081
H 7.82 2.98 6.38 0.083
H -1.35 -6.89 12.55 0.128
H 0.25 10.14 9.26 0.056
H 7.99 -1.40 -2.06 0.072
H 5.13 -5.85 6.58 0.074
O 5.18 -3.39 -0.75 -0.195
H -4.95 -5.88 -3.40 0.083
H -4.00 -4.79 -0.86 0.119
C 0.04 -3.08 -8.96 -0.430
H 10.67 -1.05 6.65 0.076
C 7.59 -1.18 -1.07 -0.066
H 0.40 -0.48 0.11 0.116
N -7.12 0.71 -7.78 0.024
H 13.15 1.88 6.91 0.074
C 0.85 1.98 2.46 -0.082
H 4.55 5.32 -4.77 0.088
C -13.05 -0.14 0.08 -0.398
C -5.33 7.22 -4.31 -0.144
N 8.84 -3.06 -0.10 0.010
H 5.98 -7.01 7.60 0.079
C 7.29 -5.93 6.23 -0.419
C -14.26 -0.79 -0.68 -0.069
H -13.91 -1.75 -1.06 0.067
H 5.00 6.66 -5.90 0.093
H -5.31 -3.21 0.12 0.135
H 5.43 2.25 -8.60 0.126
C -9.33 1.50 -8.03 -0.068
H 0.42 -3.61 -6.91 0.065
H -0.16 -4.57 -10.62 0.110
H 6.90 -4.62 -0.55 0.108
H 3.16 11.62 6.66 0.074
C -8.35 0.40 -8.48 -0.445
H 2.46 -0.63 1.34 0.056
H -7.41 -3.69 1.10 0.073
C 11.23 0.80 7.00 -0.455
H -3.18 6.66 -5.49 0.103
H 0.30 0.03 2.40 0.130
H -1.98 1.75 -1.65 0.082
O -5.58 -4.32 -2.14 -0.179
H 3.24 -4.07 -1.05 0.085
H 8.22 3.74 8.00 0.080
N 1.10 10.68 9.20 0.024
H 1.25 -6.77 -8.29 0.080
H 6.30 -7.24 5.08 0.062
H -5.77 -5.84 1.57 0.089
C -0.88 8.59 6.12 -0.107
C -4.96 -4.79 -3.33 -0.106
O 8.96 1.70 7.71 -0.213
H -14.96 -1.07 0.11 0.064
O -10.78 0.67 -0.12 -0.233
H 8.15 -0.42 -0.53 0.073
H -9.21 1.65 -6.96 0.078
H -7.60 1.17 -10.33 0.119
H -9.06 2.47 -8.44 0.070
C -11.84 0.13 -0.87 -0.203
H 9.04 -2.79 0.85 0.067
H 11.12 -6.23 7.58 0.078
H 1.33 1.98 3.44 0.080
H 1.82 -2.93 -7.61 0.069
C -9.57 1.00 -0.80 -0.085
H 9.29 -6.57 5.82 0.116
H 8.54 -7.66 6.91 0.119
H -9.14 0.38 -10.50 0.118
H 7.47 -4.86 6.19 0.135
H -0.75 8.02 7.03 0.083
H -14.83 -0.18 -1.39 0.076
H -3.93 -4.43 -3.33 0.084
H -3.01 -4.36 9.42 0.080
C 5.12 3.64 -7.00 -0.209
C 7.48 -2.53 -0.33 -0.409
C -1.03 1.25 -1.46 -0.050
C -8.17 0.29 -10.01 -0.152
C 8.04 2.82 7.44 -0.103
C 0.20 -6.79 -8.57 -0.103
C 8.62 -6.60 6.68 -0.206
H 4.52 -5.23 -0.92 0.080
H -1.99 -6.93 14.42 0.065
H 7.80 3.10 -9.31 0.071
H 1.23 2.77 1.82 0.079
C 4.26 -4.27 -1.37 -0.116
H -12.76 1.55 1.01 0.056
C 12.58 1.09 6.43 -0.101
H -1.55 6.48 -7.47 0.091
H 8.86 -4.07 -0.14 0.053
C 10.32 2.09 7.23 -0.128
H 4.18 4.27 -9.16 0.065
H -6.93 -2.79 -10.27 0.081
H 5.67 3.04 -6.27 0.114
H -6.70 1.62 -7.95 0.074
C -3.84 7.23 -6.14 -0.142
O 9.04 -5.97 7.89 -0.189
H -8.38 -2.31 -11.05 0.087
N 6.92 -6.46 4.91 0.023
C -2.27 -6.33 12.68 -0.417
H -4.55 6.06 -7.82 0.132
N -2.05 -5.98 14.07 0.017
H -12.74 -0.79 0.89 0.129
C -2.38 5.88 -7.86 -0.094
C 7.31 3.36 -8.36 -0.044
H -0.18 1.70 -1.96 0.079
C -3.37 -7.44 12.57 -0.058
N -13.58 1.12 0.62 0.022
H 10.82 2.82 7.87 0.120
H 3.46 5.83 -6.17 0.086
C 0.29 -4.46 -9.63 -0.156
H -10.34 1.44 -8.45 0.074
H 10.05 2.43 6.23 0.111
C -7.74 -2.06 -10.21 -0.137
H -3.48 7.44 -9.48 0.069
H 3.29 10.53 7.98 0.081
H 1.37 10.24 5.78 0.122
O -7.22 -0.77 -10.46 -0.187
H -4.38 8.23 -8.36 0.073
H -1.58 -4.41 12.02 0.115
O 5.25 5.02 -6.74 -0.228
H -14.25 1.10 1.38 0.069
H 4.36 -4.35 -2.45 0.085
H 6.57 -0.83 -1.24 0.066
H 5.56 5.03 -8.94 0.059
H -6.39 7.31 -4.10 0.090
H -2.32 5.58 -8.90 0.082
H -3.26 -4.56 11.55 0.116
N 10.57 -0.17 6.17 0.042
H -4.23 -4.99 1.58 0.081
H -7.54 -3.70 -0.52 0.073
C -2.34 -5.13 11.69 -0.146
C 0.74 -2.80 -7.57 -0.044
H 10.75 -5.85 9.19 0.083
C -5.68 -4.23 0.24 -0.499
H -1.18 0.25 -1.87 0.076
C 10.35 -6.39 8.34 -0.095
H 4.08 3.32 -6.95 0.118
H -6.44 0.05 -8.12 0.066
H 7.55 2.57 -7.65 0.064
H -5.19 -6.04 -0.85 0.127
H -0.38 -7.35 -7.84 0.087
H -12.01 0.85 -1.67 0.127
C -3.63 6.61 -7.63 -0.442
H -8.67 -0.58 -8.12 0.119
H 1.40 9.17 7.11 0.124
H 12.49 1.32 5.36 0.077
H 7.17 -2.33 0.70 0.122
C -5.06 -4.97 -0.99 -0.195
H 6.23 -5.81 4.58 0.063
H -4.95 6.29 -3.88 0.086
N 2.33 0.14 1.98 0.027
H -0.58 8.04 5.23 0.083
H -1.31 -4.74 8.59 0.090
H -4.12 -7.45 13.36 0.067
C 2.76 11.42 7.66 -0.105
H -2.85 -8.40 12.64 0.067
H 3.20 12.22 8.26 0.076
C 6.06 -6.03 7.12 -0.078
H -11.40 -0.78 -1.27 0.120
H 0.65 12.11 7.68 0.135
H 10.36 -7.46 8.54 0.081
H 9.58 0.04 6.22 0.061
H 0.43 -2.39 -9.72 0.124
H -1.92 -2.92 -9.64 0.075
H 1.39 0.90 -0.37 0.120
H -1.58 -3.42 9.65 0.077
H 0.86 11.47 9.78 0.058
```


C4H5NO as an isolated structure, computed with ωB97M-V/def2-TZVPD.

Values from the calculation:
E_HOMO   -0.3481 hartree
Charge   0
Spin multiplicity   1
Lowest unoccupied orbital energy   -0.71 eV
Relative energy (zero: lowest compared OMol25 entry of this formula, charge and spin)   470.45 kJ/mol
Frontier orbital gap   8.7610 eV

Geometry as XYZ:
```
11
Properties=species:S:1:pos:R:3:nbo_charge:R:1
H 2.38 0.41 0.45 0.228
C -1.25 -1.37 -0.50 -0.291
H 1.77 1.55 -0.75 0.225
N -0.85 0.70 0.74 0.130
C 0.28 0.23 0.07 -0.080
O -1.87 0.02 0.62 -0.281
H -1.47 -2.22 0.15 0.249
H 1.41 1.81 0.97 0.227
C 1.53 1.05 0.19 -0.638
H -1.95 -1.24 -1.32 0.249
C 0.04 -0.93 -0.62 -0.019
```


A 2-piece molecular cluster, C2H6ClOPS overall, computed with ωB97M-V/def2-TZVPD.

Values from the calculation:
E_HOMO (alpha / beta)   -0.2899 / -0.2953 hartree
Charge   0
Spin multiplicity   1
Lowest unoccupied orbital energy (alpha / beta)   -0.40 / -0.97 eV
Relative energy (zero: lowest compared OMol25 entry of this formula, charge and spin)   404.80 kJ/mol
Frontier orbital gap (alpha / beta)   7.4924 / 7.0657 eV

Geometry as XYZ:
```
12
Properties=species:S:1:pos:R:3:nbo_charge:R:1
H 0.20 -3.79 -0.09 0.184
H -1.09 -2.48 -0.68 0.163
P -0.76 2.32 -1.50 0.299
C -0.03 -2.69 -0.40 -0.254
H 0.54 -2.30 -1.18 0.177
S -0.25 4.32 -1.28 0.177
C 0.15 4.67 0.32 -0.633
O 0.17 -1.66 0.59 -0.732
Cl -1.42 2.42 -3.32 -0.255
H -0.62 -1.15 0.59 0.461
H 0.58 5.56 0.38 0.201
H 0.42 3.76 0.89 0.211
```


CoF8IN4O16S8 as an isolated structure, computed with ωB97M-V/def2-TZVPD.

Values from the calculation:
E_HOMO (alpha / beta)   -0.0223 / -0.0208 hartree
Charge   -3
Spin multiplicity   4
Lowest unoccupied orbital energy (alpha / beta)   6.25 / 6.25 eV
Relative energy (zero: lowest compared OMol25 entry of this formula, charge and spin)   66.43 kJ/mol
Frontier orbital gap (alpha / beta)   6.8589 / 6.8168 eV

Geometry as XYZ:
```
38
Properties=species:S:1:pos:R:3:lowdin_spin:R:1
F 1.21 -0.58 2.70 0.000
F 0.93 -5.17 1.37 0.000
I 1.55 -0.68 -3.53 0.088
F 1.23 3.16 -0.27 0.002
O 4.65 0.42 -0.90 0.002
O 3.77 0.49 1.41 0.004
O -0.45 -1.58 -0.77 0.022
O -1.16 1.15 5.38 0.000
S -1.77 0.74 4.17 0.000
O -1.77 -3.48 -1.64 0.002
O 0.62 1.66 3.06 0.002
S 0.07 0.49 2.46 0.003
F -2.91 -0.27 4.67 0.000
S -1.27 2.52 -2.95 0.006
S 0.27 -4.55 0.01 0.000
O 3.41 3.13 0.56 0.003
N 2.20 1.02 -0.52 0.021
O -1.79 3.76 -2.48 0.005
N -1.06 -0.36 3.25 0.001
O -2.88 -0.49 -2.58 0.002
O 3.00 3.06 -1.86 0.002
Co 0.33 0.31 -1.08 2.754
O -1.48 2.14 -4.31 0.003
N -1.16 1.30 -1.90 0.032
O -0.03 0.58 1.03 0.020
S 2.70 2.60 -0.56 0.004
S 3.55 0.39 0.01 0.004
N -0.77 -3.62 0.77 0.003
O -2.51 1.67 3.38 0.000
S -1.23 -2.78 -0.54 0.004
F 0.29 2.82 -2.90 0.001
F -2.50 -2.13 0.14 0.001
O -0.23 -5.72 -0.64 0.000
O 1.45 -3.93 -0.51 0.000
O -3.76 1.76 -2.04 0.004
F 3.04 -1.13 -0.06 0.001
S -2.74 0.77 -1.95 0.004
F -2.78 0.51 -0.39 0.000
```


The calculation returns the following DFT total energy values, one per record and in order: -3787.96248; -551.24732; -3467.42488; -285.23540; -1354.66945; -7087.84398 a.u..